Computed, not measured: one molecule with the formula C22H19Cl2F3N4O2 at a distorted geometry, with ωB97M-V/def2-TZVPD.

Bonds (Å) are listed after each position.
Cartesian coordinates (Å):
1 C 2.7203 2.0642 -2.8610  N2 1.442, H34 1.087, H35 1.096, H36 1.092
2 N 3.1919 1.4674 -1.6363  C1 1.442, C3 1.446, C33 1.435
3 C 3.3318 0.0324 -1.5240  N2 1.446, C4 1.539, C19 1.547, H37 1.098
4 C 2.2163 -0.8857 -2.0543  C3 1.539, O5 1.216, N6 1.346
5 O 2.4743 -2.0298 -2.3749  C4 1.216
6 N 0.9741 -0.3707 -2.1056  C4 1.346, C7 1.446, H38 1.010
7 C -0.1774 -1.1781 -2.4433  N6 1.446, C8 1.507, H39 1.093, H40 1.096
8 C -1.0324 -1.4597 -1.2348  C7 1.507, C9 1.386, C18 1.391
9 C -2.4098 -1.3131 -1.2715  C8 1.386, C10 1.386, H41 1.079
10 C -3.1940 -1.6057 -0.1662  C9 1.386, C11 1.382, H42 1.078
11 C -2.5792 -2.0378 0.9941  C10 1.382, O12 1.406, C17 1.388
12 O -3.2650 -2.3580 2.1794  C11 1.406, C13 1.316
13 C -4.5488 -2.6469 2.1450  O12 1.316, F14 1.330, F15 1.346, F16 1.343
14 F -4.9125 -3.1279 3.3303  C13 1.330
15 F -4.8762 -3.5778 1.2296  C13 1.346
16 F -5.3573 -1.6046 1.8947  C13 1.343
17 C -1.1999 -2.1728 1.0599  C11 1.388, C18 1.379, H43 1.078
18 C -0.4373 -1.8888 -0.0530  C8 1.391, C17 1.379, H44 1.079
19 C 3.5074 -0.2291 -0.0091  C3 1.547, C20 1.539, H45 1.091, H46 1.087
20 C 3.3949 1.1368 0.6917  C19 1.539, C21 1.540, C33 1.546, H47 1.089
21 C 2.4086 1.1297 1.8745  C20 1.540, N22 1.438, H48 1.096, H49 1.092
22 N 1.1608 1.4234 1.2237  C21 1.438, C23 1.360, C32 1.365
23 C 1.2987 1.9243 -0.0331  N22 1.360, N24 1.305, C33 1.502
24 N 0.1644 2.1453 -0.6386  C23 1.305, C25 1.375
25 C -0.7960 1.7883 0.2788  N24 1.375, C26 1.387, C32 1.422
26 C -2.1788 1.8259 0.1769  C25 1.387, C27 1.380, H50 1.077
27 C -2.9139 1.4150 1.2707  C26 1.380, Cl28 1.724, C29 1.404
28 Cl -4.6354 1.4551 1.1846  C27 1.724
29 C -2.2954 0.9642 2.4483  C27 1.404, Cl30 1.723, C31 1.383
30 Cl -3.2670 0.4629 3.7800  C29 1.723
31 C -0.9188 0.9111 2.5660  C29 1.383, C32 1.384, H51 1.078
32 C -0.1776 1.3273 1.4739  N22 1.365, C25 1.422, C31 1.384
33 C 2.7527 2.0322 -0.3927  N2 1.435, C20 1.546, C23 1.502, H52 1.098
34 H 3.0484 1.4493 -3.6958  C1 1.087
35 H 1.6317 2.1823 -2.9083  C1 1.096
36 H 3.1730 3.0536 -2.9579  C1 1.092
37 H 4.2343 -0.2675 -2.0737  C3 1.098
38 H 0.7799 0.5699 -1.7918  N6 1.010
39 H -0.7643 -0.6729 -3.2150  C7 1.093
40 H 0.2138 -2.1190 -2.8470  C7 1.096
41 H -2.8902 -0.9769 -2.1776  C9 1.079
42 H -4.2639 -1.4900 -0.2306  C10 1.078
43 H -0.7541 -2.5138 1.9799  C17 1.078
44 H 0.6328 -2.0274 -0.0195  C18 1.079
45 H 2.7221 -0.9004 0.3416  C19 1.091
46 H 4.4632 -0.7050 0.1973  C19 1.087
47 H 4.3772 1.5008 0.9884  C20 1.089
48 H 2.6526 1.9095 2.6050  C21 1.096
49 H 2.3733 0.1666 2.3886  C21 1.092
50 H -2.6626 2.1747 -0.7193  C26 1.077
51 H -0.4580 0.5647 3.4765  C31 1.078
52 H 3.0671 3.0827 -0.3443  C33 1.098

Spin multiplicity = 1
SMILES = CN1[C@H](C(=O)NCc2ccc(OC(F)(F)F)cc2)C[C@@H]2Cn3c(nc4cc(Cl)c(Cl)cc43)[C@@H]21
HOMO energy = -8.61 eV
Orbital gap = 8.96 eV